# 1
{"formula": "C50H128CdN8O19", "method": "ωB97M-V with the def2-TZVPD basis set", "species": ["Cd", "C", "O", "H", "H", "H", "C", "O", "H", "H", "H", "C", "O", "C", "C", "N", "C", "C", "O", "C", "H", "H", "H", "H", "H", "H", "H", "H", "H", "H", "H", "H", "H", "H", "H", "C", "O", "C", "C", "N", "C", "C", "O", "C", "H", "H", "H", "H", "H", "H", "H", "H", "H", "H", "H", "H", "H", "H", "H", "C", "O", "C", "C", "N", "C", "C", "O", "C", "H", "H", "H", "H", "H", "H", "H", "H", "H", "H", "H", "H", "H", "H", "H", "C", "O", "C", "C", "N", "C", "C", "O", "C", "H", "H", "H", "H", "H", "H", "H", "H", "H", "H", "H", "H", "H", "H", "H", "C", "O", "C", "C", "N", "C", "C", "O", "C", "H", "H", "H", "H", "H", "H", "H", "H", "H", "H", "H", "H", "H", "H", "H", "C", "O", "C", "C", "N", "C", "C", "O", "C", "H", "H", "H", "H", "H", "H", "H", "H", "H", "H", "H", "H", "H", "H", "H", "C", "O", "C", "C", "N", "C", "C", "O", "C", "H", "H", "H", "H", "H", "H", "H", "H", "H", "H", "H", "H", "H", "H", "H", "C", "O", "C", "C", "N", "C", "C", "O", "C", "H", "H", "H", "H", "H", "H", "H", "H", "H", "H", "H", "H", "H", "H", "H", "O", "H", "H"], "coordinates": [[3.507, 3.665, -0.365], [1.203, 1.381, 0.198], [2.280, 2.175, 0.567], [0.285, 1.945, 0.004], [1.493, 0.655, -0.577], [0.957, 0.642, 0.985], [0.773, 4.948, -1.916], [2.055, 4.448, -1.688], [0.699, 5.302, -2.947], [0.006, 4.193, -1.683], [0.517, 5.737, -1.191], [-0.716, -1.973, 1.381], [-1.203, -2.738, 2.478], [-0.413, -3.908, 2.664], [-0.614, -4.889, 1.528], [-2.051, -5.232, 1.392], [-2.292, -6.195, 0.314], [-2.144, -5.531, -1.058], [-3.164, -4.549, -1.287], [-4.475, -5.038, -1.438], [0.304, -1.601, 1.486], [-1.429, -1.156, 1.251], [-0.798, -2.406, 0.379], [-0.717, -4.462, 3.552], [0.628, -3.577, 2.730], [-0.089, -5.831, 1.698], [-0.218, -4.493, 0.586], [-2.543, -4.382, 1.131], [-3.247, -6.700, 0.453], [-1.508, -6.952, 0.401], [-2.336, -6.387, -1.721], [-1.167, -5.102, -1.254], [-4.822, -5.572, -0.549], [-4.516, -5.718, -2.297], [-5.097, -4.173, -1.658], [0.328, -3.550, -6.848], [0.083, -3.569, -5.471], [-1.283, -3.463, -5.113], [-1.382, -2.989, -3.659], [-1.343, -1.549, -3.488], [-1.368, -1.207, -2.069], [-1.324, 0.282, -1.806], [-2.569, 0.891, -2.024], [-2.474, 2.297, -2.095], [0.390, -2.554, -7.294], [-0.392, -4.172, -7.395], [1.261, -4.097, -7.009], [-1.770, -4.443, -5.185], [-1.809, -2.769, -5.776], [-0.547, -3.440, -3.101], [-2.244, -3.578, -3.340], [-0.514, -1.150, -3.913], [-0.391, -1.517, -1.672], [-2.268, -1.534, -1.549], [-0.443, 0.747, -2.268], [-1.141, 0.451, -0.730], [-2.090, 2.612, -1.116], [-3.472, 2.684, -2.285], [-1.745, 2.645, -2.832], [0.381, 5.257, 7.292], [0.863, 5.431, 5.966], [-0.111, 5.918, 5.064], [-0.090, 5.042, 3.797], [-1.291, 5.306, 3.007], [-1.098, 4.930, 1.618], [-2.278, 5.281, 0.754], [-2.488, 6.670, 0.657], [-3.405, 7.017, -0.340], [-0.185, 4.327, 7.397], [-0.329, 6.014, 7.638], [1.239, 5.262, 7.959], [0.117, 6.931, 4.711], [-1.145, 5.933, 5.415], [-0.036, 3.989, 4.072], [0.823, 5.194, 3.208], [-1.404, 6.311, 3.108], [-0.888, 3.860, 1.609], [-0.223, 5.459, 1.212], [-3.182, 4.813, 1.162], [-2.070, 4.821, -0.222], [-2.930, 7.060, -1.329], [-3.782, 8.024, -0.166], [-4.234, 6.310, -0.444], [-2.327, 1.484, 2.312], [-3.534, 2.221, 2.283], [-4.281, 1.900, 1.134], [-5.375, 0.892, 1.460], [-6.330, 0.639, 0.365], [-7.394, -0.274, 0.728], [-6.938, -1.715, 0.875], [-6.203, -1.868, 2.064], [-5.479, -3.076, 2.263], [-1.720, 1.680, 1.421], [-2.564, 0.414, 2.259], [-1.695, 1.650, 3.182], [-3.688, 1.482, 0.313], [-4.718, 2.805, 0.703], [-5.938, 1.384, 2.271], [-4.941, 0.058, 2.005], [-6.739, 1.561, 0.256], [-8.059, -0.281, -0.143], [-8.021, 0.032, 1.575], [-6.323, -1.958, 0.001], [-7.830, -2.351, 0.944], [-4.771, -3.017, 3.084], [-4.912, -3.265, 1.346], [-6.199, -3.886, 2.405], [8.110, -5.357, 1.259], [7.083, -5.245, 0.269], [6.519, -6.495, -0.098], [5.470, -6.291, -1.162], [4.348, -5.548, -0.610], [3.368, -5.328, -1.677], [2.411, -4.208, -1.207], [3.109, -3.203, -0.516], [2.291, -2.183, 0.031], [8.781, -6.208, 1.101], [7.767, -5.581, 2.274], [8.640, -4.412, 1.222], [6.039, -6.928, 0.789], [7.301, -7.221, -0.350], [5.190, -7.264, -1.574], [5.913, -5.781, -2.030], [4.612, -4.686, -0.158], [2.830, -6.217, -2.002], [3.847, -4.906, -2.571], [1.594, -4.630, -0.609], [1.923, -3.772, -2.087], [1.742, -1.661, -0.760], [2.935, -1.449, 0.507], [1.531, -2.648, 0.663], [2.186, -0.899, -2.561], [1.719, -0.465, -3.840], [2.725, -0.658, -4.830], [2.203, -0.176, -6.158], [2.277, 1.268, -6.225], [1.593, 1.871, -7.364], [2.194, 1.614, -8.747], [2.058, 0.283, -9.224], [0.698, -0.102, -9.439], [3.185, -0.580, -2.255], [1.973, -1.970, -2.543], [1.531, -0.408, -1.837], [3.066, -1.700, -4.854], [3.622, -0.111, -4.518], [1.236, -0.628, -6.415], [2.863, -0.557, -6.944], [1.776, 1.674, -5.440], [1.615, 2.950, -7.201], [0.544, 1.552, -7.444], [3.246, 1.899, -8.719], [1.655, 2.240, -9.468], [0.306, 0.563, -10.214], [0.026, -0.150, -8.583], [0.796, -1.103, -9.858], [-6.611, 0.819, 5.374], [-5.482, 0.214, 5.951], [-4.819, -0.587, 4.983], [-3.440, -1.023, 5.487], [-2.426, 0.008, 5.510], [-1.136, -0.533, 5.934], [0.069, 0.340, 5.714], [0.367, 0.496, 4.326], [0.857, -0.698, 3.752], [-7.234, 1.192, 6.193], [-7.250, 0.021, 4.969], [-6.358, 1.620, 4.677], [-4.736, -0.105, 4.004], [-5.475, -1.464, 4.904], [-3.170, -1.822, 4.775], [-3.463, -1.565, 6.434], [-2.232, 0.392, 4.591], [-0.989, -1.550, 5.526], [-1.163, -0.907, 6.967], [0.973, 0.025, 6.240], [-0.131, 1.338, 6.110], [0.045, -1.371, 3.463], [1.512, -1.255, 4.430], [1.482, -0.485, 2.884], [4.583, 1.978, -2.973], [4.593, 2.243, -1.576], [5.775, 1.773, -0.865], [5.529, 1.967, 0.625], [5.332, 3.392, 0.880], [4.856, 3.654, 2.275], [4.210, 5.053, 2.307], [3.334, 5.217, 1.203], [2.710, 6.480, 1.129], [4.898, 0.957, -3.203], [5.291, 2.639, -3.479], [3.585, 2.115, -3.381], [6.659, 2.313, -1.206], [5.804, 0.690, -0.997], [6.404, 1.497, 1.098], [4.662, 1.479, 1.071], [6.149, 3.984, 0.776], [5.717, 3.639, 2.955], [4.258, 2.867, 2.734], [5.002, 5.809, 2.338], [3.615, 5.178, 3.216], [2.002, 6.629, 1.948], [2.143, 6.599, 0.207], [3.480, 7.258, 1.135], [1.739, 2.646, 3.187], [1.143, 1.902, 3.379], [1.971, 2.525, 2.232]], "lowdin_charge": [1.4149, -0.2639, -0.4566, 0.0576, 0.0362, 0.0536, -0.3123, -0.5022, 0.0591, 0.0385, 0.0386, -0.1254, -0.1973, -0.1980, -0.2117, -0.0407, -0.2011, -0.1975, -0.2272, -0.1052, 0.0405, 0.0875, 0.0752, 0.1287, 0.1199, 0.1255, 0.0726, 0.0868, 0.1063, 0.1166, 0.1195, 0.1046, 0.0799, 0.0903, 0.0889, -0.1247, -0.1939, -0.2110, -0.2092, -0.0206, -0.1940, -0.2434, -0.1805, -0.1066, 0.0663, 0.0886, 0.0896, 0.1186, 0.1266, 0.1069, 0.1024, 0.0957, 0.0951, 0.1320, 0.1220, 0.0966, 0.0608, 0.0944, 0.0875, -0.1110, -0.1775, -0.2199, -0.2189, -0.0431, -0.1986, -0.2327, -0.1719, -0.1247, 0.0826, 0.0815, 0.0817, 0.1179, 0.1215, 0.0997, 0.0895, 0.1027, 0.1107, 0.1099, 0.1186, 0.1060, 0.0855, 0.0847, 0.0851, -0.0996, -0.1586, -0.2282, -0.2021, -0.0406, -0.2237, -0.2224, -0.2308, -0.0722, 0.0705, 0.0797, 0.0807, 0.1063, 0.1197, 0.1119, 0.0917, 0.1082, 0.1179, 0.1216, 0.1228, 0.1232, 0.0750, 0.0752, 0.0895, -0.1063, -0.1889, -0.2427, -0.2272, -0.0469, -0.1859, -0.2171, -0.1823, -0.0875, 0.0800, 0.0832, 0.0840, 0.1229, 0.1179, 0.1211, 0.1190, 0.1004, 0.1196, 0.1113, 0.1055, 0.0984, 0.0285, 0.1087, 0.0614, -0.1090, -0.1820, -0.2102, -0.2064, -0.0450, -0.2157, -0.2158, -0.2067, -0.1073, 0.1080, 0.0752, 0.0332, 0.1280, 0.0954, 0.1083, 0.1231, 0.1083, 0.1226, 0.1067, 0.1242, 0.1159, 0.0890, 0.0706, 0.0888, -0.1208, -0.1806, -0.2092, -0.2013, -0.0195, -0.2292, -0.1813, -0.2200, -0.0976, 0.0854, 0.0877, 0.0847, 0.0996, 0.1184, 0.1054, 0.1244, 0.0718, 0.1076, 0.1225, 0.1246, 0.1278, 0.0567, 0.1029, 0.0806, -0.0786, -0.3238, -0.1625, -0.2139, -0.1285, -0.1604, -0.1888, -0.3083, -0.0802, 0.0757, 0.0983, 0.0914, 0.1309, 0.1306, 0.1291, 0.1119, 0.1312, 0.1236, 0.1087, 0.1236, 0.1332, 0.0835, 0.0795, 0.0957, -0.0937, -0.0026, -0.0183], "gap_ha": 0.278, "e_homo_ev": -7.354, "energy_ha": -4016.64889, "multiplicity": 1, "charge": 0, "lumo_energy_ev": 0.20}



# 2
{"formula": "C3H6O2", "method": "ωB97M-V with the def2-TZVPD basis set", "species": ["C", "C", "C", "O", "O", "H", "H", "H", "H", "H", "H"], "coordinates": [[1.800, 0.587, 0.095], [1.244, -0.527, 0.467], [-1.103, -0.375, -0.025], [-1.688, 0.240, 1.065], [-1.358, 0.054, -1.282], [2.837, 0.869, 0.206], [1.263, 1.380, -0.525], [1.589, -1.442, 0.994], [-1.482, -1.507, -0.030], [-1.516, 1.222, 1.090], [-1.587, -0.501, -2.054]], "nbo_charge": [-0.5004, -0.2382, 0.4642, -0.7001, -0.7523, 0.1922, 0.1954, 0.1970, 0.1365, 0.4875, 0.5182], "gap_ha": [0.314, 0.314], "e_homo_ev": [-7.930, -7.930], "energy_ha": -268.21100, "multiplicity": 1, "charge": 0, "lumo_energy_ev": [0.63, 0.63]}



# 3
{"formula": "C4H7O2", "method": "ωB97M-V with the def2-TZVPD basis set", "species": ["O", "C", "C", "C", "C", "O", "H", "H", "H", "H", "H", "H", "H"], "coordinates": [[-1.107, 2.766, 0.919], [-1.193, 1.647, 0.441], [-0.046, 0.809, 0.149], [-0.045, -0.422, -0.732], [0.927, -1.507, 0.007], [0.598, -1.576, 1.294], [-2.152, 1.166, 0.179], [0.199, 0.278, 1.139], [0.849, 1.394, -0.088], [-1.018, -0.914, -0.819], [0.291, -0.120, -1.736], [0.740, -2.411, -0.620], [1.958, -1.111, -0.131]], "nbo_charge": [-0.6037, 0.4570, -0.6077, -0.4403, 0.0001, -0.9191, 0.0833, 0.3268, 0.2064, 0.1761, 0.1606, 0.0863, 0.0743], "gap_ha": 0.261, "e_homo_ev": -2.912, "energy_ha": -307.06414, "multiplicity": 1, "charge": -1, "lumo_energy_ev": 4.18}